{"formula": "C24H32N4O5", "method": "the ωB97M-V functional and the def2-TZVPD basis", "symbols": ["C", "C", "C", "N", "C", "O", "C", "H", "C", "C", "O", "N", "C", "N", "O", "C", "C", "H", "C", "H", "H", "H", "H", "H", "H", "H", "C", "C", "C", "C", "C", "C", "C", "H", "H", "O", "C", "H", "H", "H", "H", "H", "C", "O", "N", "H", "C", "C", "H", "H", "H", "C", "H", "H", "H", "C", "H", "H", "H", "H", "H", "H", "H", "H", "H"], "positions_angstrom": [[-0.097157, -2.141820, -3.792169], [-0.471333, -1.624664, -2.637777], [-0.827389, -0.181180, -2.431315], [-0.214027, 0.374201, -1.238813], [1.101429, 0.611729, -1.090593], [1.559743, 1.013031, -0.022809], [2.033431, 0.331580, -2.252140], [2.733805, 1.167154, -2.320582], [2.812561, -0.973098, -2.009126], [4.158893, -0.806298, -1.310580], [5.133955, -1.430523, -1.670833], [4.147180, 0.063670, -0.268464], [5.235240, 0.369320, 0.514856], [5.108964, 1.203707, 1.521383], [6.332900, 1.311542, 2.100228], [7.211821, 0.535668, 1.439922], [6.575743, -0.096268, 0.413488], [6.963901, -0.781790, -0.306957], [8.619784, 0.510205, 1.906056], [8.655991, 0.310663, 2.975349], [9.091250, 1.476050, 1.728380], [9.168907, -0.258950, 1.371909], [3.274901, 0.540501, -0.006982], [2.211640, -1.662859, -1.410176], [3.018390, -1.465966, -2.960215], [1.494753, 0.259862, -3.191750], [-1.076040, 0.612873, -0.086100], [-1.691673, -0.683306, 0.387951], [-0.923668, -1.560796, 1.140908], [-1.424330, -2.783799, 1.550619], [-2.722365, -3.150702, 1.208194], [-3.498048, -2.270697, 0.450750], [-2.987240, -1.056983, 0.044046], [-3.604573, -0.393010, -0.543168], [-4.501373, -2.567725, 0.190418], [-3.320872, -4.319775, 1.555092], [-2.591911, -5.252781, 2.316626], [-1.697957, -5.594628, 1.785488], [-3.263319, -6.096043, 2.469243], [-2.303140, -4.840368, 3.288621], [-0.795767, -3.437543, 2.134050], [0.085738, -1.283958, 1.409572], [-2.129464, 1.690110, -0.389566], [-2.317996, 2.141587, -1.499757], [-2.798286, 2.055983, 0.718389], [-2.559424, 1.601392, 1.585299], [-3.880529, 3.042592, 0.774144], [-4.338247, 3.126801, 2.228818], [-4.701429, 2.160264, 2.573264], [-5.144663, 3.848628, 2.322822], [-3.518568, 3.444200, 2.870080], [-3.351595, 4.398379, 0.301423], [-4.139996, 5.144384, 0.345833], [-2.525154, 4.721599, 0.930220], [-2.999247, 4.318209, -0.722650], [-5.033871, 2.578783, -0.119493], [-5.847808, 3.297184, -0.082768], [-5.405604, 1.611587, 0.213205], [-4.690400, 2.492093, -1.146358], [-0.408137, 1.006236, 0.691809], [-1.908205, -0.102038, -2.298355], [-0.573008, 0.419378, -3.308279], [-0.563725, -2.244729, -1.755667], [0.124699, -3.188935, -3.902949], [-0.008090, -1.539932, -4.682074]], "forces_ev_per_angstrom": [[0.012, -0.082, -0.071], [-0.073, 0.120, 0.059], [-0.103, -0.218, -0.363], [-0.349, 0.305, 0.221], [0.198, 0.105, -0.307], [0.187, 0.109, 0.255], [-0.074, -0.013, 0.087], [-0.131, 0.011, -0.003], [0.176, -0.040, -0.083], [-0.412, -0.074, -0.181], [0.218, -0.129, -0.071], [-0.297, 0.371, 0.334], [0.933, 0.204, 0.600], [-1.189, -0.087, -0.537], [0.893, -0.155, 0.121], [-0.379, -0.337, -0.538], [0.190, 0.264, 0.411], [0.139, -0.124, -0.095], [-0.203, 0.184, 0.091], [0.066, -0.046, 0.050], [0.078, 0.021, -0.001], [0.035, -0.026, -0.006], [0.020, -0.128, -0.175], [0.020, -0.056, -0.050], [0.022, 0.008, 0.147], [0.030, 0.014, -0.001], [0.217, 0.019, -0.005], [0.027, 0.017, 0.125], [-0.140, 0.189, -0.108], [-0.064, -0.337, 0.108], [-0.039, 0.147, -0.096], [-0.009, -0.230, 0.068], [0.126, -0.102, 0.107], [-0.106, 0.082, -0.066], [-0.132, -0.041, -0.035], [-0.131, 0.279, -0.188], [0.136, -0.163, 0.140], [-0.027, 0.026, 0.025], [0.088, 0.039, 0.016], [0.000, -0.012, -0.046], [0.026, -0.084, 0.064], [0.132, 0.044, 0.038], [0.369, -0.294, 0.425], [-0.040, 0.143, -0.359], [-0.133, 0.120, 0.336], [0.062, -0.061, -0.066], [-0.194, 0.202, -0.160], [0.122, -0.056, -0.242], [-0.061, -0.111, 0.060], [-0.073, 0.064, 0.004], [0.089, 0.049, 0.100], [-0.040, -0.170, 0.004], [-0.111, 0.112, 0.022], [0.074, 0.055, 0.084], [0.018, 0.054, -0.067], [0.171, 0.054, 0.062], [-0.127, 0.091, 0.016], [-0.064, -0.098, 0.050], [-0.031, -0.011, -0.087], [-0.234, -0.096, -0.176], [0.157, 0.088, -0.070], [-0.128, -0.041, 0.059], [0.004, -0.153, 0.107], [0.022, -0.224, 0.031], [0.036, 0.207, -0.171]], "lowdin_charge": [0.02, -0.15, -0.15, 0.02, -0.42, 0.03, -0.07, 0.14, -0.07, -0.46, 0.07, 0.16, -0.30, 0.10, -0.01, -0.32, 0.05, 0.10, -0.01, 0.09, 0.09, 0.09, 0.11, 0.13, 0.12, 0.10, -0.15, -0.19, -0.02, -0.01, -0.27, 0.01, -0.02, 0.12, 0.12, -0.08, -0.09, 0.10, 0.09, 0.10, 0.11, 0.12, -0.44, 0.08, 0.13, 0.15, -0.59, -0.04, 0.09, 0.09, 0.09, -0.03, 0.08, 0.09, 0.08, -0.03, 0.08, 0.08, 0.08, 0.15, 0.12, 0.13, 0.10, 0.06, 0.06], "de_lowest_ev": 4.200, "max_force_ev_per_a": 1.3, "e_lumo_ev": 0.6, "smiles": "C=CCN(C(=O)CCC(=O)Nc1cc(C)on1)[C@@H](C(=O)NC(C)(C)C)c1ccc(OC)cc1", "e_tot_ev": -41605.278, "gap_ev": 9.29}